# 1
Entry from the OMol25 dataset: one molecule with the formula C5H7ClO2S (ωB97M-V/def2-TZVPD).

The value obtained for the LUMO energy is 0.0135 hartree. The calculation puts the energy above the lowest of the compared OMol25 structures with the same formula, charge and spin at 72.9 kcal per mole. As for the frontier orbital gap: 8.778 eV. As for the SMILES: C=[S@]1(=O)CC(Cl)=C(C)O1. As for the maximum force: 0.121 Eh/bohr.

Each line ends with the natural charge from an NBO analysis.
CARTESIAN COORDINATES (ANGSTROEM)
C (-0.70744, -0.11028, -0.75303)  0.2938
C (-0.59919, 0.87706, 0.00016)  -0.1138
C (1.20927, -0.92637, 1.83047)  -1.0639
C (0.79188, 1.30041, 0.31165)  -0.5689
C (-1.85230, -0.48982, -1.54007)  -0.6791
O (0.42461, -0.84496, -0.93435)  -0.6420
O (3.02723, -0.42012, -0.15919)  -0.8448
S (1.63577, -0.44044, 0.25240)  1.9242
Cl (-2.04740, 1.80988, 0.44303)  -0.0150
H (2.00384, -0.90870, 2.53649)  0.2437
H (0.67662, -1.75927, 2.14480)  0.2437
H (1.29032, 1.83910, -0.47977)  0.2298
H (0.86093, 1.59046, 1.29469)  0.2481
H (-2.39422, 0.48517, -1.80741)  0.2393
H (-2.31798, -0.93570, -0.72606)  0.2469
H (-2.00195, -1.06641, -2.41382)  0.2580



# 2
Entry from the OMol25 dataset: one molecule with the formula C5H7ClOS (ωB97M-V/def2-TZVPD).

The value obtained for the LUMO energy is -0.0289 hartree. The calculation puts the energy above the lowest of the compared OMol25 structures with the same formula, charge and spin at 85.3 kcal per mole. As for the frontier orbital gap: 8.108 eV. As for the SMILES: CC(=O)[C@@H](Cl)C(C)=S. As for the maximum force: 0.113 Eh/bohr.

Each line ends with the natural charge from an NBO analysis.
CARTESIAN COORDINATES (ANGSTROEM)
C (-1.64828, -1.39051, -0.07996)  -0.7045
C (-0.26569, -1.27485, -0.80787)  -0.0513
C (0.84530, -0.36493, -0.34961)  -0.2811
C (0.34763, 0.89687, -0.06507)  0.4808
C (0.99404, 1.90293, 0.62429)  -0.6922
H (-1.44807, -1.95823, 0.81952)  0.2391
H (-2.71322, -1.75615, -0.67449)  0.2658
H (-1.89859, -0.27942, 0.35076)  0.2708
H (1.88419, -0.49007, -0.87052)  0.3119
H (0.09446, 2.82140, 0.59962)  0.2542
H (2.05759, 2.04838, 0.26219)  0.2490
H (0.82242, 1.55161, 1.55754)  0.2553
O (-0.77622, 1.16591, -0.48500)  -0.5360
S (0.24814, -1.87461, -2.26151)  0.0839
Cl (1.45631, -0.99833, 1.38012)  -0.1455